Computed, not measured: a molecular structure, C27H38N5O5Zr in a non-equilibrium geometry, with ωB97M-V/def2-TZVPD.

```
! wB97M-V def2-TZVPD RIJCOSX def2/J DEFGRID3
* xyz 1 1
Zr -0.731 0.958 -0.566
C -1.491 3.624 -2.184
C -1.524 4.183 -0.768
N -0.776 3.323 0.216
C 0.630 3.788 0.324
C 1.639 2.681 0.406
N 1.454 1.778 -0.799
C 1.761 2.555 -2.069
C 0.620 2.558 -3.101
N -0.745 2.335 -2.398
H -2.581 3.455 -2.483
H -1.105 4.384 -2.871
H -1.094 5.194 -0.794
H -2.555 4.258 -0.443
H -1.169 3.294 1.163
H 0.861 4.451 -0.498
H 0.740 4.466 1.206
H 2.714 3.076 0.416
H 1.589 2.091 1.347
H 2.111 1.010 -0.775
H 1.963 3.654 -1.878
H 2.750 2.185 -2.498
H 0.577 3.517 -3.651
H 0.800 1.745 -3.849
H -1.251 1.785 -3.135
N -5.555 1.454 -0.204
N -4.533 1.088 0.759
C -3.215 1.019 0.373
O -2.227 0.821 1.195
O -2.945 1.000 -0.899
H -5.868 0.581 -0.646
H -5.139 1.987 -0.970
H -4.742 1.470 1.696
O -0.140 -0.081 3.484
C 0.521 -1.238 2.926
C 0.968 -1.017 1.440
O 1.949 -1.524 0.903
O 0.108 -0.234 0.839
C -0.370 -2.432 2.914
C -0.095 -3.532 2.148
C -0.738 -4.780 2.377
C -1.746 -4.797 3.325
C -2.139 -3.657 3.981
C -1.440 -2.492 3.805
C 1.790 -1.406 3.798
C 2.842 -0.487 3.672
C 3.982 -0.579 4.444
C 4.108 -1.631 5.381
C 3.034 -2.493 5.564
C 1.932 -2.411 4.708
H -0.657 0.245 2.710
H 0.655 -3.523 1.360
H -0.456 -5.724 1.826
H -2.262 -5.748 3.500
H -3.001 -3.642 4.599
H -1.445 -1.539 4.430
H 2.863 0.188 2.835
H 4.694 0.242 4.501
H 5.057 -1.754 5.929
H 3.102 -3.398 6.164
H 1.171 -3.167 4.928
C 0.793 -0.313 -5.454
C 0.311 -1.495 -4.501
C 1.400 -2.522 -4.293
C -0.976 -2.118 -5.102
C -0.138 -0.927 -3.219
C -0.478 -0.326 -2.205
H 1.170 -0.801 -6.366
H 1.586 0.191 -4.944
H -0.094 0.353 -5.688
H 1.721 -3.107 -5.147
H 1.101 -3.169 -3.446
H 2.324 -2.017 -3.927
H -0.863 -2.440 -6.154
H -1.823 -1.438 -5.076
H -1.287 -3.027 -4.594
*
```

energy relative to the best compared isomer or geometry (same formula, charge and spin)	124.4	kJ/mol

Computed, not measured: 6 unconnected molecules or ions with the total composition C11H32B3BrN10O8 in a non-equilibrium geometry, with ωB97M-V/def2-TZVPD.

```
! wB97M-V def2-TZVPD RIJCOSX def2/J DEFGRID3
* xyz 0 1
C 2.230 -1.211 -1.783
C 2.070 -0.327 -2.777
B 1.183 0.893 -2.546
O 0.987 1.882 -3.517
B 0.117 2.902 -3.237
Br 0.281 4.568 -4.166
O -0.861 2.755 -2.288
B -0.772 1.577 -1.529
C -2.060 0.876 -0.997
C -2.769 0.004 -2.058
C -3.250 0.803 -3.268
C -1.912 -1.187 -2.485
O 0.512 1.106 -1.334
H 3.179 -1.708 -1.604
H 1.398 -1.474 -1.139
H 2.575 -0.494 -3.725
H -2.759 1.657 -0.669
H -1.830 0.271 -0.115
H -3.664 -0.409 -1.577
H -3.858 1.659 -2.962
H -2.415 1.170 -3.873
H -3.872 0.169 -3.905
H -0.985 -0.869 -2.978
H -2.451 -1.808 -3.205
H -1.636 -1.818 -1.638
N 5.631 -0.542 1.648
C 4.405 -1.085 1.898
N 3.333 -0.287 1.634
O 4.269 -2.220 2.331
H 5.761 0.387 1.296
H 6.434 -1.112 1.839
H 2.426 -0.680 1.806
H 3.400 0.644 1.268
N -4.063 4.863 0.301
C -3.247 5.053 1.378
N -1.920 4.831 1.148
O -3.668 5.397 2.472
H -3.725 4.587 -0.602
H -5.045 5.018 0.428
H -1.286 4.964 1.913
H -1.564 4.551 0.253
N 3.411 -4.782 -2.441
C 2.156 -4.909 -1.901
N 1.990 -5.996 -1.099
O 1.272 -4.094 -2.122
H 4.147 -5.445 -2.285
H 3.573 -4.000 -3.048
H 1.103 -6.125 -0.652
H 2.734 -6.644 -0.911
N -6.445 5.468 6.097
C -7.066 5.438 4.872
N -6.225 5.454 3.801
O -8.281 5.399 4.768
H -5.450 5.501 6.205
H -7.032 5.458 6.908
H -6.650 5.435 2.894
H -5.222 5.483 3.848
N 5.186 -5.075 0.826
C 5.347 -6.290 1.420
N 5.020 -6.339 2.748
O 5.745 -7.272 0.808
H 4.854 -4.248 1.295
H 5.428 -5.013 -0.144
H 5.128 -7.219 3.215
H 4.698 -5.542 3.263
*
```

DFT total energy	-4236.90765	a.u.

Computed, not measured: a gas-phase ion, C16H24BrN2O4 (charge +1), with ωB97M-V/def2-TZVPD.

```
! wB97M-V def2-TZVPD RIJCOSX def2/J DEFGRID3
* xyz 1 1
C 3.483 -1.358 -1.961
C 2.494 -2.500 -2.156
O 1.616 -2.652 -1.050
C 0.584 -1.797 -0.866
C 0.177 -0.833 -1.779
C -0.954 -0.055 -1.556
C -1.336 1.049 -2.501
N -1.039 2.348 -1.835
C -1.383 3.583 -2.567
C -0.501 4.703 -1.983
C -0.950 5.208 -0.593
C 0.170 4.752 0.350
C 1.353 4.632 -0.606
O 0.794 4.133 -1.816
C -1.700 -0.235 -0.403
C -1.269 -1.152 0.537
Br -2.222 -1.356 2.158
C -0.121 -1.920 0.356
O 0.176 -2.763 1.365
C 1.513 -3.098 1.646
C 2.420 -1.863 1.667
N 3.688 -2.135 2.028
O 2.035 -0.757 1.357
H 4.099 -1.546 -1.086
H 2.965 -0.413 -1.812
H 4.125 -1.279 -2.833
H 3.027 -3.453 -2.201
H 1.925 -2.385 -3.085
H 0.728 -0.693 -2.695
H -0.770 0.994 -3.431
H -2.404 1.020 -2.729
H -0.007 2.468 -1.683
H -1.478 2.334 -0.907
H -1.129 3.435 -3.618
H -2.442 3.819 -2.484
H -0.455 5.529 -2.703
H -1.018 6.294 -0.599
H -1.924 4.818 -0.306
H -0.055 3.785 0.805
H 0.360 5.466 1.145
H 1.810 5.610 -0.789
H 2.121 3.929 -0.284
H -2.605 0.324 -0.216
H 1.908 -3.823 0.925
H 1.481 -3.554 2.640
H 3.972 -3.045 2.343
H 4.342 -1.374 2.119
*
```

DFT total energy	-3608.34074	a.u.

Computed, not measured: a gas-phase ion, C4H8NO3 (charge -1) in a non-equilibrium geometry, with ωB97M-V/def2-TZVPD.

```
! wB97M-V def2-TZVPD RIJCOSX def2/J DEFGRID3
* xyz -1 1
O -2.177 2.580 -0.822
C -1.746 1.504 -0.465
O -2.169 0.371 -0.571
N -0.406 1.623 0.135
C -0.224 0.565 0.995
C 0.199 -0.958 0.506
C 1.487 -1.132 -0.423
O 0.958 -1.099 -1.733
H 0.431 1.827 -0.491
H 0.639 0.638 1.795
H -1.033 0.226 1.567
H -0.679 -1.302 -0.062
H 0.453 -1.635 1.438
H 2.258 -0.378 -0.101
H 2.019 -2.072 -0.248
H -0.008 -0.758 -1.523
*
```

energy relative to the best compared isomer or geometry (same formula, charge and spin)	299.0	kJ/mol

Computed, not measured: a molecular structure, C19H39AlN3O6, with ωB97M-V/def2-TZVPD.

```
! wB97M-V def2-TZVPD RIJCOSX def2/J DEFGRID3
* xyz -1 1
O 0.430 6.449 -1.436
C -0.380 5.666 -1.849
O -0.619 5.632 -3.210
C -1.160 4.696 -1.074
Al -0.352 2.827 -1.448
C 1.629 3.145 -1.737
C 2.214 3.061 -2.998
C 3.575 3.329 -3.101
C 4.306 3.642 -1.966
N 3.787 3.703 -0.740
C 2.471 3.460 -0.669
H -0.921 4.737 -3.423
H -2.210 4.723 -1.356
H -0.995 4.917 -0.023
H -0.594 1.822 -0.230
H -1.037 2.237 -2.807
H 1.627 2.817 -3.874
H 4.089 3.290 -4.055
H 5.366 3.856 -2.065
H 2.043 3.509 0.327
C 3.206 -0.070 -1.672
O 2.188 -0.535 -0.801
C 1.926 -1.921 -0.897
C 2.360 -2.624 0.371
N 3.810 -2.617 0.510
C 4.293 -3.026 1.823
C 3.916 -2.162 3.023
O 4.509 -0.881 3.026
C 3.821 0.120 2.285
H 3.201 1.014 -1.633
H 4.189 -0.448 -1.366
H 3.005 -0.378 -2.704
H 2.410 -2.357 -1.778
H 0.844 -2.048 -1.010
H 2.009 -3.661 0.356
H 1.857 -2.113 1.204
H 4.150 -1.683 0.320
H 5.385 -3.062 1.774
H 3.950 -4.050 2.012
H 4.295 -2.666 3.917
H 2.829 -2.079 3.145
H 2.741 -0.040 2.294
H 4.165 0.173 1.249
H 4.036 1.080 2.753
C -3.812 -3.546 3.011
O -4.015 -3.781 1.634
C -5.356 -3.611 1.195
C -5.498 -2.397 0.303
N -5.325 -1.163 1.053
C -5.237 0.044 0.232
C -4.063 0.176 -0.730
O -2.815 0.324 -0.100
C -2.150 -0.861 0.267
H -2.791 -3.845 3.243
H -3.930 -2.489 3.273
H -4.500 -4.140 3.622
H -6.038 -3.544 2.048
H -5.622 -4.502 0.618
H -6.501 -2.402 -0.136
H -4.774 -2.501 -0.517
H -4.481 -1.233 1.608
H -5.199 0.897 0.914
H -6.169 0.136 -0.338
H -4.214 1.096 -1.302
H -4.030 -0.643 -1.462
H -2.366 -1.681 -0.425
H -2.398 -1.176 1.288
H -1.080 -0.642 0.235
*
```

DFT total energy	-1605.46505	a.u.

Computed, not measured: 3 unconnected molecules or ions with the total composition C3H11NO3 in a non-equilibrium geometry, with ωB97M-V/def2-TZVPD.

```
! wB97M-V def2-TZVPD RIJCOSX def2/J DEFGRID3
* xyz 0 1
C 1.969 -0.542 0.616
N 0.710 -0.049 0.044
C -0.490 -0.694 0.720
C -1.690 0.170 0.462
O -2.739 -0.085 -0.104
H 2.760 0.078 0.184
H 2.225 -1.526 0.179
H 1.975 -0.571 1.691
H 0.518 -0.364 -0.909
H -0.592 -1.775 0.734
H -0.320 -0.549 1.794
H -1.651 1.197 0.877
O -1.341 -0.988 -2.502
H -1.764 -1.050 -3.357
H -2.032 -0.659 -1.930
O 0.698 2.588 0.867
H 1.136 3.121 0.201
H 0.629 1.699 0.433
*
```

energy relative to the best compared isomer or geometry (same formula, charge and spin)	195.0	kJ/mol

Computed, not measured: C4H6N2O2 in the gas phase in a non-equilibrium geometry, with ωB97M-V/def2-TZVPD.

```
! wB97M-V def2-TZVPD RIJCOSX def2/J DEFGRID3
* xyz 0 1
O 1.818 -0.663 0.812
C 0.768 -1.235 0.935
C -0.413 -1.209 -0.050
C -0.072 -0.347 -1.164
C 0.096 1.095 -0.795
N -0.424 1.588 0.246
N -0.247 2.251 1.252
O -1.069 2.808 1.955
H 0.755 -1.827 1.861
H -0.789 -2.267 -0.243
H -1.156 -0.834 0.542
H 0.832 -0.766 -1.753
H -0.761 -0.409 -1.987
H 0.663 1.816 -1.610
*
```

energy relative to the best compared isomer or geometry (same formula, charge and spin)	540.9	kJ/mol

Computed, not measured: a molecular structure, C17H28CrN7SSe in a non-equilibrium geometry, with ωB97M-V/def2-TZVPD.

```
! wB97M-V def2-TZVPD RIJCOSX def2/J DEFGRID3
* xyz 1 5
Cr -0.317 0.338 0.308
C -0.044 -4.164 -2.880
N -0.796 -3.302 -1.969
C -2.235 -3.492 -1.825
C -0.230 -2.240 -1.360
N -0.875 -1.411 -0.605
N 1.120 -2.074 -1.623
C 2.004 -1.168 -1.059
N 3.263 -1.268 -1.556
N 1.647 -0.354 -0.134
H -0.723 -4.889 -3.311
H 0.742 -4.713 -2.358
H 0.386 -3.605 -3.716
H -2.515 -4.421 -2.307
H -2.796 -2.675 -2.286
H -2.515 -3.575 -0.773
H -1.862 -1.622 -0.561
H 1.505 -2.669 -2.331
H 3.459 -1.800 -2.385
H 3.924 -0.548 -1.326
H 2.412 0.222 0.195
C -2.339 3.502 1.473
N -2.731 2.100 1.547
C -4.011 1.663 1.767
C -3.964 0.352 2.089
N -2.641 -0.015 2.047
C -1.838 1.063 1.698
S -0.205 1.297 2.359
H -3.240 4.108 1.435
H -1.748 3.691 0.584
H -1.757 3.758 2.357
H -4.861 2.315 1.650
H -4.757 -0.340 2.315
H -2.254 -0.832 2.488
C -4.251 6.463 -1.570
C -3.370 5.243 -1.572
C -3.907 3.965 -1.512
C -3.108 2.825 -1.565
C -3.768 1.470 -1.492
C -1.718 2.977 -1.674
Se -0.605 1.423 -1.866
C -1.147 4.260 -1.701
C 0.342 4.486 -1.761
C -1.989 5.367 -1.654
H -5.289 6.204 -1.367
H -4.214 6.960 -2.542
H -3.926 7.190 -0.823
H -4.984 3.848 -1.427
H -4.809 1.566 -1.174
H -3.242 0.817 -0.794
H -3.750 0.975 -2.466
H 0.874 3.772 -1.136
H 0.587 5.496 -1.433
H 0.715 4.358 -2.779
H -1.548 6.359 -1.676
*
```

energy relative to the best compared isomer or geometry (same formula, charge and spin)	148.6	kJ/mol

Computed, not measured: 5 unconnected molecules or ions with the total composition C39H77FN7O4 in a non-equilibrium geometry, with ωB97M-V/def2-TZVPD.

```
! wB97M-V def2-TZVPD RIJCOSX def2/J DEFGRID3
* xyz 1 1
C 8.086 2.948 0.926
C 7.116 2.081 1.858
C 7.637 0.571 1.908
C 6.863 -0.233 0.776
C 5.544 -0.823 1.458
C 4.300 -0.747 0.466
C 2.975 -1.297 1.139
C 1.792 -1.085 0.095
C 0.360 -1.166 0.788
C -0.611 -2.222 0.105
C -1.756 -1.425 -0.637
C -2.921 -1.016 0.366
C -4.344 -1.584 -0.073
C -5.425 -0.929 0.877
C -6.829 -0.651 0.170
C -7.944 -1.572 0.823
C -9.285 -0.778 1.215
N -10.118 -0.736 -0.036
C -11.607 -0.670 0.188
C -12.340 0.431 -0.630
C -12.065 1.873 -0.506
C -12.884 2.784 -1.322
C -13.906 2.170 -2.169
N -14.170 0.844 -2.324
C -13.398 0.034 -1.557
C -11.931 -0.429 1.722
N -11.420 -1.599 2.462
C -9.931 -1.571 2.430
C -9.465 -0.803 3.772
C -10.598 -0.816 4.881
F -11.513 0.251 4.692
H 8.635 2.257 0.242
H 7.420 3.597 0.303
H 8.772 3.595 1.544
H 7.106 2.477 2.907
H 6.066 2.145 1.458
H 8.750 0.538 1.720
H 7.477 0.131 2.933
H 6.630 0.446 -0.085
H 7.526 -1.063 0.418
H 5.790 -1.888 1.725
H 5.259 -0.212 2.361
H 4.525 -1.283 -0.494
H 4.126 0.358 0.311
H 3.108 -2.379 1.403
H 2.792 -0.693 2.071
H 1.918 -1.897 -0.673
H 1.897 -0.097 -0.434
H 0.436 -1.322 1.900
H -0.113 -0.149 0.653
H -1.022 -2.914 0.896
H -0.072 -2.872 -0.631
H -1.392 -0.509 -1.178
H -2.230 -2.115 -1.403
H -2.923 0.107 0.446
H -2.672 -1.404 1.397
H -4.262 -2.698 0.075
H -4.505 -1.387 -1.164
H -5.512 -1.583 1.783
H -4.995 0.048 1.229
H -7.108 0.435 0.210
H -6.707 -1.009 -0.893
H -7.589 -2.026 1.789
H -8.195 -2.442 0.145
H -8.928 0.255 1.478
H -9.859 0.136 -0.531
H -9.918 -1.505 -0.684
H -12.024 -1.656 -0.167
H -11.286 2.263 0.193
H -12.784 3.889 -1.296
H -14.542 2.875 -2.765
H -13.609 -1.068 -1.629
H -13.051 -0.328 1.792
H -11.526 0.544 2.117
H -11.720 -2.453 1.978
H -9.518 -2.612 2.489
H -9.319 0.293 3.541
H -8.551 -1.250 4.233
H -10.089 -0.605 5.866
H -11.087 -1.812 4.991
C 8.570 1.807 -2.973
C 7.257 2.508 -2.756
O 6.636 2.423 -1.704
N 6.764 3.256 -3.779
C 7.345 3.478 -5.088
H 8.834 1.252 -2.073
H 8.489 1.105 -3.799
H 9.357 2.535 -3.173
H 5.882 3.697 -3.565
H 7.503 4.550 -5.221
H 6.639 3.128 -5.845
H 8.291 2.956 -5.209
C 0.405 3.370 -1.620
C -0.607 2.279 -1.849
O -0.430 1.135 -1.452
N -1.747 2.597 -2.521
C -2.139 3.881 -3.066
H 1.254 2.962 -1.075
H 0.763 3.759 -2.575
H -0.034 4.174 -1.026
H -2.375 1.816 -2.636
H -3.083 4.181 -2.605
H -2.291 3.769 -4.142
H -1.391 4.648 -2.886
C 12.287 0.079 -4.528
C 11.017 -0.179 -5.296
O 10.028 0.532 -5.173
N 10.991 -1.239 -6.144
C 12.047 -2.191 -6.427
H 12.152 0.955 -3.896
H 12.522 -0.775 -3.889
H 13.111 0.273 -5.216
H 10.109 -1.347 -6.622
H 12.273 -2.152 -7.494
H 11.688 -3.192 -6.178
H 12.949 -1.981 -5.860
C 5.280 -2.990 4.958
C 6.751 -2.679 4.854
O 7.311 -2.546 3.778
N 7.457 -2.547 6.010
C 6.981 -2.666 7.374
H 4.858 -3.064 3.957
H 5.130 -3.943 5.468
H 4.762 -2.191 5.492
H 8.433 -2.339 5.861
H 7.174 -1.725 7.893
H 7.540 -3.463 7.868
H 5.919 -2.890 7.417
*
```

energy relative to the best compared isomer or geometry (same formula, charge and spin)	299.9	kJ/mol